No. 1
Here is C9H27FNa2O12P3 as an isolated structure in a non-equilibrium geometry from the OMol25 dataset. Energies are from ωB97M-V/def2-TZVPD.

- relative energy (zero: lowest compared OMol25 entry of this formula, charge and spin) (kJ/mol) = 759.1
- calculated total energy (eV) = -73755.9089
- gap between HOMO and LUMO (eV) = 5.751
- lowest unoccupied orbital energy (eV) = -4.46

Geometry as ORCA input:
```
! RIJCOSX wB97M-V def2-TZVPD def2/J DEFGRID3
* xyz 1 1
Na -4.19685 0.23919 -2.89812
Na 1.43626 -1.29215 -7.22495
F -0.36379 -0.30778 -3.88633
C -1.64765 -3.10639 1.95907
O -2.55037 -2.67951 3.03022
P -3.10837 -1.15130 3.07410
O -4.04886 -0.83313 1.97945
O -3.77898 -0.89690 4.53410
C -4.99231 -1.55289 4.80765
O -1.71276 -0.26884 3.05018
C -0.75867 -0.49516 4.02652
H -2.19511 -3.86471 1.39931
H -0.70230 -3.55053 2.27077
H -1.52814 -2.41974 1.12101
H -5.71575 -0.74010 4.87180
H -4.95296 -2.20026 5.68370
H -5.36506 -2.15552 3.97940
H 0.13239 -0.97797 3.62526
H -1.12862 -1.18027 4.78932
H -0.44427 0.44496 4.47976
C 4.20700 -5.21250 3.31822
O 5.18475 -5.08243 2.30430
P 5.43420 -3.63075 1.60035
O 5.87478 -2.50096 2.47240
O 6.53321 -3.96433 0.40832
C 6.08635 -4.76158 -0.68996
O 4.03591 -3.34354 0.77955
C 3.92119 -2.12008 0.07176
H 3.64735 -4.28715 3.45464
H 4.70917 -5.38486 4.27017
H 3.44026 -5.97912 3.20641
H 6.88507 -5.47677 -0.88655
H 5.87435 -4.16018 -1.57397
H 5.19623 -5.31768 -0.39577
H 4.34869 -1.28803 0.63125
H 2.89434 -1.75788 0.02189
H 4.48165 -2.34549 -0.83553
C -1.17222 4.65770 -6.39791
O -1.93702 5.63656 -5.71755
P -2.38514 5.50358 -4.13975
O -3.47919 4.51265 -3.88476
O -0.99653 5.22356 -3.34414
C -1.01140 5.09738 -1.93976
O -2.83490 7.04232 -3.73800
C -3.63964 7.33078 -2.52956
H -0.17394 5.03222 -6.62433
H -1.57443 4.50406 -7.39928
H -1.19324 3.69413 -5.88880
H -0.35933 5.78201 -1.39736
H -0.62414 4.13299 -1.61101
H -1.99944 5.26336 -1.51044
H -4.00312 6.41131 -2.07066
H -4.58010 7.78848 -2.83640
H -3.16864 7.98931 -1.79978
*
```

No. 2
Here is C9H27NO5 as an isolated structure in a non-equilibrium geometry from the OMol25 dataset. Energies are from ωB97M-V/def2-TZVPD.

- relative energy (zero: lowest compared OMol25 entry of this formula, charge and spin) (kJ/mol) = 621.5
- calculated total energy (eV) = -21491.3940
- gap between HOMO and LUMO (eV) = 7.479
- lowest unoccupied orbital energy (eV) = 0.05

Geometry as ORCA input:
```
! RIJCOSX wB97M-V def2-TZVPD def2/J DEFGRID3
* xyz 0 1
O -2.26194 -0.28893 3.52957
H -2.41097 -1.03466 4.11087
H -2.74607 -0.50530 2.73268
O -3.29953 -0.47763 1.01490
H -2.62055 0.18740 1.12866
H -3.94175 -0.06819 0.43512
O -1.93211 0.88914 1.85132
H -1.60633 1.77361 2.01808
H -2.10992 0.53094 2.72098
O -1.04658 2.83872 2.14775
H -1.79958 3.42423 2.06779
H -0.30018 3.42392 2.27683
C 2.21133 1.37232 -2.61055
C 1.91917 0.31464 -1.42359
C 1.74513 1.18503 -0.11529
C 1.00483 0.40111 1.05584
C -0.42089 -0.16361 0.53852
C -0.23034 -1.09210 -0.71078
N 0.60272 -0.43053 -1.72462
O 0.50688 -0.98311 -2.97740
C 0.39112 -2.41955 -0.18715
C -1.65653 -1.41500 -1.18524
C 3.10495 -0.59935 -1.35735
H 2.40049 0.90484 -3.57688
H 1.32385 1.94153 -2.88711
H 2.99511 2.09639 -2.38808
H 2.73936 1.39011 0.28163
H 1.10050 2.03024 -0.35647
H 1.53888 -0.47304 1.42833
H 0.83146 1.01490 1.93975
H -1.11108 0.65924 0.35235
H -0.86205 -0.79912 1.30638
H 1.39973 -2.34103 0.21861
H 0.55684 -3.19828 -0.93160
H -0.15111 -2.84390 0.65784
H -2.11913 -0.49639 -1.54616
H -2.35709 -1.84227 -0.46778
H -1.57947 -2.16766 -1.96989
H 3.99603 0.00955 -1.20466
H 3.05569 -1.17577 -0.43354
H 3.27959 -1.11208 -2.30324
H -0.14032 -0.46049 -3.45656
*
```

What is the gap between HOMO and LUMO in the first record?
5.751 eV

Which of these has the lowest calculated total energy?
C9H27FNa2O12P3

Look up the relative energy (zero: lowest compared OMol25 entry of this formula, charge and spin) of the first one.
759.1 kJ/mol